Formula: F2H4N2P
Source: OMol25
Level of theory: ωB97M-V with the def2-TZVPD basis set

CARTESIAN COORDINATES (ANGSTROEM)
N  -2.298  -1.059  0.122
N  2.395  0.865  -0.191
F  1.795  -1.426  -0.835
F  1.236  -0.834  1.469
P  1.144  -0.211  0.038
H  -2.028  -1.744  -0.579
H  -3.063  -0.625  -0.364
H  2.644  1.153  -1.130
H  2.989  1.408  0.408

The calculation puts the molecular weight at 101.0 Da. As for the total energy: -652.63301 a.u. The calculation puts the HOMO energy (spin up / spin down) at -15.23 / -15.13 eV. The net charge is +1. As for the multiplicity: 3. The energy above the lowest of the compared OMol25 structures with the same formula, charge and spin comes out at 0.0 kcal per mole.

***

Formula: C3H3NO
Source: OMol25
Level of theory: ωB97M-V with the def2-TZVPD basis set

CARTESIAN COORDINATES (ANGSTROEM)
O  -0.139  -1.786  -0.654
C  0.452  -1.130  0.114
C  1.099  -0.366  0.959
C  -1.395  1.128  -0.982
N  -0.871  2.058  -0.543
H  -1.861  0.249  -1.380
H  1.170  0.693  0.738
H  1.516  -0.782  1.866

The calculation puts the molecular weight at 69.1 Da. As for the total energy: -246.04753 a.u. The calculation puts the HOMO energy at -9.48 eV. The net charge is 0. As for the multiplicity: 1. The energy above the lowest of the compared OMol25 structures with the same formula, charge and spin comes out at 27.6 kcal per mole.

***

Formula: C3H7N
Source: OMol25
Level of theory: ωB97M-V with the def2-TZVPD basis set

CARTESIAN COORDINATES (ANGSTROEM)
C  1.322  0.314  -1.321
C  0.502  -0.299  -0.266
C  -0.493  0.302  0.388
N  -1.378  -0.328  1.242
H  1.549  1.376  -1.247
H  2.381  -0.028  -1.306
H  1.069  0.079  -2.360
H  0.693  -1.357  -0.110
H  -0.711  1.361  0.307
H  -1.804  0.233  1.927
H  -1.444  -1.324  1.350

The calculation puts the molecular weight at 57.1 Da. As for the total energy: -173.22824 a.u. The calculation puts the HOMO energy at -7.77 eV. The net charge is 0. As for the multiplicity: 1. The energy above the lowest of the compared OMol25 structures with the same formula, charge and spin comes out at 8.7 kcal per mole.

***

Formula: C40H41ClN3O2TeV
Source: OMol25
Level of theory: ωB97M-V with the def2-TZVPD basis set

CARTESIAN COORDINATES (ANGSTROEM)
V  1.028  1.081  -0.170
C  2.156  2.547  -2.614
N  2.713  2.138  -1.310
C  3.256  3.366  -0.659
C  3.313  3.369  0.864
C  1.946  3.550  1.526
N  0.881  3.030  0.677
C  -0.197  3.727  0.611
C  -1.359  3.483  -0.189
C  -2.462  4.344  -0.007
C  -3.592  4.244  -0.774
C  -3.627  3.270  -1.788
C  -2.568  2.429  -2.005
C  -1.398  2.485  -1.200
O  -0.433  1.664  -1.427
C  3.824  1.198  -1.594
C  4.582  0.670  -0.385
C  3.821  -0.261  0.554
N  2.569  0.266  1.105
C  2.341  0.019  2.338
C  1.124  0.336  3.060
C  1.187  0.361  4.462
C  0.087  0.662  5.230
C  -1.127  0.928  4.586
C  -1.226  0.875  3.215
C  -0.112  0.566  2.412
O  -0.274  0.486  1.111
H  2.926  3.044  -3.218
H  1.317  3.220  -2.459
H  1.792  1.671  -3.146
H  2.641  4.208  -0.982
H  4.261  3.544  -1.061
H  3.956  4.202  1.160
H  3.787  2.470  1.242
H  1.765  4.610  1.734
H  1.927  3.022  2.484
H  -0.250  4.634  1.222
H  -2.399  5.100  0.769
H  -4.433  4.904  -0.613
H  -4.509  3.181  -2.411
H  -2.592  1.676  -2.783
H  4.543  1.718  -2.244
H  3.413  0.364  -2.153
H  5.057  1.485  0.162
H  5.408  0.077  -0.789
H  4.487  -0.548  1.375
H  3.578  -1.170  0.007
H  3.121  -0.469  2.931
H  2.137  0.143  4.939
H  0.157  0.689  6.308
H  -2.004  1.170  5.173
H  -2.163  1.064  2.705
Te  -2.845  -0.875  -0.272
C  -4.485  -1.810  -1.234
C  -5.785  -1.584  -0.791
C  -6.860  -2.190  -1.428
C  -6.643  -3.030  -2.511
C  -5.350  -3.257  -2.961
C  -4.276  -2.644  -2.329
C  -2.408  -2.512  0.992
C  -2.036  -3.741  0.457
C  -1.720  -4.801  1.294
C  -1.743  -4.633  2.672
C  -2.099  -3.405  3.210
C  -2.444  -2.351  2.373
H  -5.956  -0.936  0.059
H  -7.867  -2.008  -1.075
H  -7.481  -3.505  -3.005
H  -5.176  -3.907  -3.809
H  -3.270  -2.809  -2.695
H  -1.980  -3.868  -0.617
H  -1.435  -5.755  0.867
H  -1.482  -5.457  3.324
H  -2.118  -3.265  4.284
H  -2.738  -1.401  2.798
Cl  1.371  -2.816  0.680
C  2.161  -2.803  -0.879
C  2.973  -3.884  -1.187
C  3.614  -3.947  -2.412
C  3.414  -2.924  -3.329
C  2.594  -1.857  -3.008
C  1.948  -1.737  -1.765
C  1.112  -0.568  -1.478
H  3.090  -4.675  -0.458
H  4.247  -4.792  -2.650
H  3.888  -2.964  -4.302
H  2.423  -1.078  -3.744
H  0.610  -0.193  -2.364
H  0.378  -0.862  -0.686

The calculation puts the molecular weight at 809.8 Da. As for the total energy: -3535.86437 a.u. The calculation puts the HOMO energy (spin up / spin down) at -7.15 / -7.17 eV. The net charge is 0. As for the multiplicity: 3. The energy above the lowest of the compared OMol25 structures with the same formula, charge and spin comes out at 0.0 kcal per mole.

***

What is the formula in the third record? C3H7N

***

What is the total energy in the fourth record? -3535.86437 a.u.

***

The lowest total energy belongs to which entry? C40H41ClN3O2TeV

***

Look up the multiplicity of the first one. 3